a) 17
Properties=species:S:1:pos:R:3 method="wB97M-V/def2-TZVPD" e_homo_ev=-4.1639 lumo_ha=0.1315 homo_lumo_gap_ev=7.743 charge=-1
S 0.75770 0.85565 1.16236
H 0.54346 1.92476 1.93220
H 3.25293 -0.36628 -0.46309
H 4.05465 -0.98690 0.69502
O 3.91305 -1.03366 -0.24328
H -3.03497 0.66357 -1.46453
H -2.07003 0.25184 -2.55619
O -3.01047 0.40252 -2.39246
H 0.15286 0.66430 -1.21922
H -0.26046 1.25520 -2.51755
O 0.01790 0.40841 -2.15130
H -1.97077 1.49459 1.00110
H -2.94560 0.64744 1.75767
O -2.86062 1.11993 0.92275
H 1.42521 -2.88151 1.53837
H 0.55320 -1.74474 1.18695
O 0.48655 -2.67435 1.46696

---

b) 17
Properties=species:S:1:pos:R:3 method="wB97M-V/def2-TZVPD" e_homo_ev=-4.3172 lumo_ha=0.1133 homo_lumo_gap_ev=7.400 charge=-1
S -0.83253 -0.25551 -1.80467
H 0.16235 -0.79749 -2.49203
H 1.16460 2.79174 -0.69534
H 0.25384 1.57535 -0.57375
O 0.92818 2.08184 -0.09419
H 2.77514 0.89312 5.18160
H 2.07048 2.06072 5.76966
O 2.85871 1.52512 5.90386
H 1.02739 -2.60272 -0.28056
H 1.93452 -2.95833 -1.46863
O 1.82200 -3.10032 -0.52334
H -1.49029 -1.93814 1.04159
H -0.72423 -1.04824 0.06740
O -0.62113 -1.55101 0.92753
H -3.03204 2.21973 -3.08412
H -2.81770 0.95997 -2.33285
O -3.53710 1.46457 -2.75978

---

Name the least stable of them. b).

---

a) 26
Properties=species:S:1:pos:R:3 method="wB97M-V/def2-TZVPD" e_homo_ev=-13.9926 lumo_ha=-0.1093 homo_lumo_gap_ev=11.019 charge=+1
N -0.51883 -2.17397 0.68769
H -1.00500 -2.00173 -0.20720
H -1.17707 -2.60448 1.34518
H 0.30187 -2.75685 0.65888
H -0.33015 -1.28778 1.15206
H 0.16525 1.34045 1.18173
H 1.70183 1.79130 1.46863
O 1.08362 1.37781 0.86289
H -2.38978 -2.35551 3.89284
H -2.97997 -3.54356 3.09974
O -2.21667 -2.96144 3.16706
H 1.48334 -0.07314 -0.00938
H 1.93605 -0.83077 -1.21197
O 1.60386 -0.99424 -0.31743
H 1.40357 1.92880 -2.56506
H 1.08341 1.36316 -3.95508
O 1.14544 1.11660 -3.02748
H -1.93231 1.06509 0.84536
H -1.93930 1.01937 2.45149
O -1.48396 0.76892 1.64475
H -1.42653 -0.61551 -2.40319
H -0.47858 0.04431 -1.39631
O -1.11282 -0.67644 -1.49482
H 1.76857 2.67401 -0.94601
H 2.38424 3.94854 -1.45057
O 1.66740 3.33322 -1.64508

---

b) 26
Properties=species:S:1:pos:R:3 method="wB97M-V/def2-TZVPD" e_homo_ev=-13.8194 lumo_ha=-0.1241 homo_lumo_gap_ev=10.443 charge=+1
N -9.35954 4.77207 43.02639
H -9.32327 5.26960 42.31704
H -9.61628 3.89372 42.57710
H -9.85095 5.21254 43.94623
H -8.45818 4.53440 43.30638
O -8.52590 8.07981 42.73367
H -8.90780 7.97733 43.64299
H -7.78405 8.50721 43.13305
O -7.40502 2.28111 42.48922
H -6.60145 2.42257 42.13295
H -7.13807 1.92595 43.30160
O -9.69191 4.81683 46.02582
H -10.09910 3.94803 46.31592
H -8.69497 4.83473 46.29403
O -11.60211 1.70183 42.80246
H -12.20064 0.94233 42.74712
H -11.02836 1.33493 43.36596
O -11.34960 6.42576 41.67621
H -12.02969 7.10566 41.99471
H -11.22232 6.80256 40.76945
O -9.67878 7.68674 44.86789
H -9.06058 7.18947 45.46725
H -9.66459 8.64934 45.15694
O -7.95671 6.38654 40.19037
H -8.25743 5.72636 39.61563
H -8.73964 7.00183 40.32714

---

Name the least stable of them. b).